Density functional theory data (wB97M-V/def2-TZVPD) for 2 unconnected molecules or ions with the total composition CH4BrP at a distorted geometry.

Properties
**LUMO (spin up / spin down)**: -1.3 / -0.2 eV
**Energy relative to the best compared isomer or geometry (same formula, charge and spin)**: 100.5 kcal per mole
**HOMO level (spin up / spin down)**: -8.3448 / -8.8147 eV
**Frontier orbital gap (spin up / spin down)**: 0.258 / 0.318 Ha

Geometry (Å):
C 1.5207 1.2091 -0.0302
P -2.5250 -1.5146 -0.0706
Br -0.0917 0.5349 -0.5894
H 2.4128 0.6594 -0.4416
H 1.6188 2.1127 0.6522
H -1.7117 -1.0469 0.9735
H -1.2240 -1.9547 -0.4939